Entry 1:
16
Properties=species:S:1:pos:R:3:forces:R:3 method="wB97M-V/def2-TZVPD" total_charge=+1 e_homo_ev=-13.0098 de_lowest_kcal_mol=40.70 gap_ev=9.244 smiles=I[C@@]12C[NH2+]C[C@@H]1C2
C -0.847834 1.549390 -0.193244 -0.21 1.36 -1.21
C -0.570274 -1.059501 -0.215816 -2.19 2.92 -3.80
C 1.194635 0.329988 0.831723 0.26 1.35 2.26
C -1.320767 0.261486 0.357101 0.96 -2.46 1.03
C -0.266895 1.038325 1.109444 3.07 -0.21 -1.46
N 0.841452 -0.667291 -0.228528 4.12 0.31 -2.03
I -0.370511 2.082767 2.918836 -0.19 -0.22 -0.23
H -0.252272 1.567510 -1.177053 -0.74 0.00 1.63
H -1.550637 2.417418 -0.139348 0.71 -0.93 -0.03
H -0.710612 -1.963754 0.241355 -0.51 -1.94 1.72
H -0.871775 -1.225425 -1.369008 0.59 0.32 2.63
H 2.046616 0.973633 0.345998 -1.85 -0.77 1.20
H 1.654533 -0.121907 1.835710 -1.28 0.59 -2.35
H -2.279444 0.165559 0.891413 0.40 -0.19 -0.82
H 1.687307 -1.431112 -0.237791 -3.04 1.84 -0.30
H 0.967487 -0.038900 -1.119266 -0.10 -1.98 1.75

Entry 2:
50
Properties=species:S:1:pos:R:3:forces:R:3 method="wB97M-V/def2-TZVPD" total_charge=0 e_homo_ev=-8.3883 de_lowest_kcal_mol=112.43 gap_ev=7.465 smiles="CC(C)[C@@H]1C[C@@]2(/C=C3/Nc4ccccc4C3=O)NC(=O)[C@@]13CCCN3C2=O"
O 0.486600 1.615721 -2.520429 -1.48 0.37 2.09
O -0.404112 -2.808015 -1.377128 0.28 -1.54 -2.14
O -2.168694 -0.571999 2.189519 1.71 1.44 -0.01
C -0.528394 2.233248 -2.144723 1.64 -1.45 -2.28
C -0.082191 -1.975896 -0.596384 -1.33 -0.24 1.68
C -1.043015 -0.714767 1.689745 -3.99 -3.49 -0.88
C -1.323350 2.289516 -0.844924 0.12 -0.87 1.72
C -1.209592 1.543723 0.341270 -1.44 0.13 -1.18
C -1.765961 4.423278 -5.108244 1.83 -1.97 1.06
C -2.735934 5.177210 -4.411899 2.69 -3.60 1.67
C -0.969413 3.394109 -4.495770 -1.29 0.48 0.96
C -2.924416 4.805871 -3.097149 -0.72 -0.95 2.16
C -1.220251 3.087360 -3.109303 0.21 0.54 -1.38
C -2.222413 3.729982 -2.442299 -0.66 1.79 -0.85
N -2.284936 3.331258 -1.097439 0.83 -0.54 0.20
N -0.527648 -2.029230 1.781295 1.97 1.75 -2.00
N -0.584215 -0.679688 -0.694062 0.00 -1.29 2.96
C 3.865349 -0.334548 1.949185 0.66 -0.19 -1.55
C 2.208487 -1.553407 3.316921 -0.41 -1.38 -1.25
C -1.241001 -3.234893 2.179508 -0.46 -0.91 -1.00
C -0.534976 -4.448260 1.432984 1.04 0.16 2.39
C 0.828414 -3.881818 1.025715 -0.16 1.34 -2.08
C 0.581045 -2.362647 0.758373 -1.03 1.90 1.45
C 2.823207 -1.451871 1.875801 -0.78 -0.94 1.74
C 1.066057 0.192100 0.867828 -0.50 -0.62 -1.10
C -0.471924 0.141922 0.498052 1.77 1.08 1.01
C 1.692295 -1.267136 0.837031 0.23 0.59 0.56
H -1.985409 1.797988 1.171474 1.61 -0.61 -1.44
H -1.468886 4.571574 -6.115307 -0.32 0.59 -0.90
H -3.186676 5.971905 -4.848937 -1.54 2.18 -1.14
H -0.220542 2.779476 -5.042096 -0.61 0.84 0.36
H -3.649367 5.254586 -2.421761 -0.10 0.51 -0.48
H -3.136250 3.377147 -0.567586 -0.06 -0.03 0.03
H -0.513339 -0.235128 -1.542900 0.08 1.05 -2.35
H 3.491663 0.574978 2.399946 -0.15 0.14 0.25
H 4.177300 -0.077966 0.924922 -0.11 0.14 0.11
H 4.818583 -0.626342 2.424867 -0.70 -0.09 0.20
H 2.899392 -1.356407 4.061938 2.02 0.06 1.33
H 1.672571 -2.460616 3.652244 0.22 0.20 -0.74
H 1.553022 -0.749761 3.466505 -1.39 1.18 -0.07
H -1.075358 -3.413283 3.193626 0.33 -0.06 1.92
H -2.349960 -3.208901 2.110156 0.70 0.35 -0.63
H -1.072204 -4.884471 0.650492 -0.93 -0.06 -1.50
H -0.356702 -5.327928 2.139151 -0.35 1.29 -0.58
H 1.572140 -4.038008 1.764849 0.52 0.25 1.08
H 1.292980 -4.296924 0.121894 -0.57 -0.21 0.00
H 3.333500 -2.402528 1.609003 -0.21 0.48 0.24
H 1.140164 0.515619 1.852170 0.04 0.76 2.00
H 1.588330 0.966731 0.291393 0.01 -0.65 -0.34
H 2.166026 -1.382862 -0.099517 0.77 0.08 -1.34

Entry 3:
99
Properties=species:S:1:pos:R:3:forces:R:3 method="wB97M-V/def2-TZVPD" total_charge=0 e_homo_ev=-9.2613 de_lowest_kcal_mol=0.00 gap_ev=7.496
O -2.300400 -3.346684 -1.729606 0.44 0.87 0.04
C -1.790510 -2.363346 -2.209185 -1.10 -1.87 -0.26
O -1.318847 -1.351962 -1.386452 -0.29 0.45 -1.27
C -1.633918 -2.296190 -3.731803 1.34 0.85 0.17
C -1.860797 -0.878944 -4.333244 -0.07 -0.84 -0.19
C -3.091352 -0.134629 -3.828171 -0.15 0.23 0.04
C -4.451382 -0.695838 -3.804895 0.10 -0.08 -0.16
Br -4.727713 -2.504654 -4.437572 0.33 0.58 0.09
C -5.570715 -0.027091 -3.387722 -0.28 0.24 -0.01
B -7.056760 -0.624684 -3.347912 -0.81 0.26 0.25
O -7.591319 -1.534752 -4.246510 0.71 0.32 0.41
O -7.905423 -0.160337 -2.361927 0.59 -1.10 0.01
C -5.406513 1.348048 -2.939208 1.74 -0.28 -0.36
N -6.330485 2.189959 -2.530560 -0.54 0.46 0.27
S -5.615697 3.597066 -2.155292 0.69 -1.17 -0.48
N -4.081427 3.186323 -2.507090 0.06 0.70 0.39
C -4.062841 1.941455 -2.933439 -1.52 -1.16 -0.25
C -2.938669 1.158644 -3.394717 0.19 1.53 0.70
P -1.257216 2.002487 -3.415600 1.26 -0.61 -0.58
O -0.843004 2.056353 -1.802177 -1.03 0.02 -0.84
Cl -1.560964 3.980359 -4.065119 -0.31 -0.53 0.49
H -2.081086 -0.803172 -1.151271 0.04 -0.20 0.21
H -0.569375 -2.542354 -3.928000 -0.34 0.16 0.13
H -2.195288 -3.092135 -4.224726 -0.03 0.31 0.56
H -0.940688 -0.308260 -4.143714 -0.56 0.01 0.01
H -1.913641 -0.978787 -5.433269 -0.14 -0.01 0.40
H -7.589555 -2.387074 -3.787100 -0.43 -0.01 -0.37
H -7.439705 -0.035839 -1.526044 -0.15 0.68 -0.13
H -1.441611 1.447853 -1.345548 0.14 0.35 0.35
C -0.189291 -2.413746 1.081756 0.36 -0.09 0.47
C 1.233760 -2.709043 1.500844 -0.41 -0.05 -0.48
O 1.520485 -2.150438 2.801662 0.22 0.07 0.42
C 1.082876 -2.837999 3.846626 -0.06 -0.18 -0.95
O 0.475810 -3.867408 3.802394 -0.01 0.01 0.46
C 1.510743 -2.137344 5.140074 0.05 0.55 0.96
F 1.270869 -0.819394 5.106472 -0.03 -0.09 -0.28
F 2.830872 -2.291136 5.353211 -0.07 -0.14 -0.17
F 0.877711 -2.618076 6.208464 -0.05 -0.25 -0.28
H -0.385572 -1.341550 1.120082 0.11 0.01 -0.13
H -0.368785 -2.770327 0.074737 0.08 -0.06 0.04
H -0.895482 -2.891069 1.743238 0.24 -0.28 0.03
H 1.918924 -2.240447 0.813393 0.17 0.27 0.42
H 1.443982 -3.779039 1.489565 -0.04 0.02 0.25
C 7.050944 -0.620806 -2.780804 -0.09 -0.36 0.03
C 5.844067 0.224023 -2.432112 0.63 0.34 -0.09
O 4.628544 -0.545938 -2.517219 -0.43 -0.14 0.02
C 4.369047 -1.334635 -1.481541 0.71 0.63 -0.13
O 5.052971 -1.454308 -0.509303 -0.33 -0.31 0.18
C 3.031161 -2.051978 -1.688363 -0.85 -0.57 -0.28
F 2.917618 -2.575775 -2.917054 0.25 0.10 0.02
F 1.995238 -1.212787 -1.528085 0.22 0.18 0.08
F 2.867079 -3.052072 -0.817425 0.46 0.06 -0.29
H 6.924579 -1.081319 -3.761923 0.02 0.13 -0.05
H 7.954146 -0.011239 -2.789001 -0.05 0.04 0.00
H 7.188337 -1.428943 -2.062409 0.03 0.10 0.08
H 5.740207 1.035445 -3.150295 -0.28 -0.13 -0.05
H 5.939695 0.675828 -1.444732 -0.13 -0.21 0.08
C 5.677793 -2.187013 3.930186 0.37 -0.10 -0.27
C 5.835699 -0.895276 4.702463 -0.65 -0.31 -0.02
O 7.226132 -0.560150 4.877045 0.36 0.22 0.08
C 7.825640 -0.000144 3.832280 -0.87 -0.26 0.13
O 7.309945 0.238453 2.780598 0.38 0.18 -0.13
C 9.279523 0.337858 4.181449 0.98 0.14 0.17
F 9.898124 -0.681585 4.793169 -0.24 -0.07 -0.04
F 9.343326 1.393841 5.007178 -0.28 -0.03 -0.04
F 9.992569 0.638565 3.096296 -0.31 -0.04 -0.09
H 6.236086 -2.991895 4.411552 -0.10 0.02 0.11
H 4.629796 -2.470143 3.870684 0.02 0.04 0.02
H 6.065440 -2.091815 2.915409 -0.09 0.09 -0.01
H 5.422113 -1.010082 5.702880 0.28 0.07 0.09
H 5.302756 -0.072648 4.225264 0.21 0.04 -0.11
C -6.619781 -5.527883 3.424670 -0.13 0.31 -0.13
C -5.110026 -5.434267 3.492566 -0.31 -0.54 0.32
O -4.611587 -4.425293 2.594568 0.25 0.29 -0.23
C -4.701918 -3.171248 3.021101 -0.21 -0.81 0.43
O -5.159429 -2.823780 4.068739 0.09 0.43 -0.12
C -4.092564 -2.221748 1.984540 0.32 0.66 -0.76
F -4.510923 -2.492828 0.739106 -0.11 -0.18 0.15
F -2.751731 -2.308296 1.976370 -0.72 -0.05 0.30
F -4.403233 -0.946340 2.225672 -0.12 -0.17 0.28
H -6.946376 -5.695136 2.397126 0.05 -0.13 0.02
H -6.980288 -6.345437 4.048629 0.06 -0.01 -0.02
H -7.088600 -4.604112 3.763912 0.05 -0.04 0.11
H -4.666042 -6.374117 3.169532 0.14 0.18 -0.21
H -4.762663 -5.244567 4.508143 0.00 0.24 -0.07
C -1.469960 6.762552 -1.708039 -0.18 0.19 0.31
C -0.198563 7.388349 -2.238277 -0.15 -0.66 -0.15
O -0.208457 8.818209 -2.062992 0.13 0.40 0.00
C 0.092473 9.257564 -0.845560 -0.01 -0.83 -0.34
O 0.361316 8.569672 0.093950 0.06 0.35 0.22
C 0.084867 10.790372 -0.824780 -0.09 1.01 0.09
F -1.000850 11.294118 -1.428268 -0.01 -0.25 -0.03
F 1.158159 11.285481 -1.460708 0.03 -0.28 -0.04
F 0.103713 11.268920 0.418192 0.03 -0.33 0.01
H -2.345513 7.225248 -2.167089 0.05 -0.07 -0.13
H -1.485491 5.693471 -1.915791 0.02 0.06 -0.03
H -1.562228 6.904647 -0.630830 0.11 -0.04 0.00
H -0.120534 7.213880 -3.310269 0.01 0.29 -0.02
H 0.687654 6.954309 -1.775045 -0.02 0.19 0.16

Entry 4:
8
Properties=species:S:1:pos:R:3:forces:R:3 method="wB97M-V/def2-TZVPD" total_charge=+1 e_homo_ev="-16.1454 / -16.1458" de_lowest_kcal_mol=199.69 gap_ev="8.119 / 8.125"
C -0.523116 -0.055874 0.010876 4.20 -0.47 0.84
N -1.483090 0.804880 0.266438 -1.25 1.78 -0.53
N -1.591856 -0.707456 -0.114665 0.52 -0.03 1.91
N 1.882828 -0.148744 0.037134 -3.58 -1.25 -2.09
H -1.834997 1.232939 1.159676 0.43 -1.39 -0.58
H -2.116810 -1.277370 -0.722018 -1.07 -0.26 -1.22
H 1.579141 0.649703 -0.512036 0.77 0.78 -0.07
H 2.005523 0.088696 0.989293 -0.01 0.84 1.73

Entry 5:
27
Properties=species:S:1:pos:R:3:forces:R:3 method="wB97M-V/def2-TZVPD" total_charge=-4 e_homo_ev=0.9932 de_lowest_kcal_mol=0.00 gap_ev=6.690
Hg -0.484064 0.276148 0.585538 0.69 1.00 0.34
I 0.085816 2.401528 2.550248 -0.28 -1.22 -0.91
Cl 2.062306 -2.340842 2.592158 3.85 -2.14 -0.84
O 1.697416 -2.363922 3.971688 -2.80 -0.54 1.01
O 1.357346 -1.363242 1.811338 -0.06 0.43 0.42
O 3.516406 -2.062582 2.781068 -0.94 0.23 -2.02
O 1.922276 -3.649412 1.873008 -0.04 1.86 1.71
Cl -3.730644 2.465948 0.353238 4.26 4.95 -4.57
O -3.073334 3.367028 1.242228 -0.91 1.81 1.40
O -5.052824 2.245158 0.753268 -2.32 -1.36 0.59
O -3.637564 3.022768 -1.051792 -1.87 -0.28 2.20
O -2.817704 1.415318 0.285978 0.49 -5.09 0.44
Cl -1.502774 -3.347182 0.060058 -2.24 -0.26 2.58
O -2.678684 -3.788482 -0.565632 -2.53 -1.28 -1.77
O -0.926294 -4.427512 0.744218 0.55 -1.66 1.92
O -0.599364 -2.852112 -0.813432 4.13 2.29 -4.62
O -1.914204 -2.257182 0.907318 0.08 1.33 1.78
Cl 3.589336 1.009448 -0.269292 -4.10 3.62 -1.38
O 4.498296 -0.023892 -0.224712 2.43 -3.28 0.74
O 3.714666 1.938708 0.804228 0.64 0.12 1.69
O 3.818386 1.770338 -1.465532 0.42 0.25 -1.28
O 2.201526 0.550688 -0.306492 0.61 -0.57 0.14
Cl -0.389624 1.638728 -3.362492 -1.79 -2.30 5.26
O -1.623384 2.082038 -3.818132 -2.69 2.29 -2.06
O 0.529046 2.611038 -3.026862 1.90 3.51 0.53
O -0.743324 0.892648 -2.137532 0.54 -0.44 0.43
O 0.180956 0.788838 -4.273672 1.97 -3.30 -3.74

Entry 6:
25
Properties=species:S:1:pos:R:3:forces:R:3 method="wB97M-V/def2-TZVPD" spin_multiplicity=3 total_charge=0 e_homo_ev="-3.9473 / -10.3669" s_squared=2.010 gap_ev="4.580 / 5.227"
C 1.010996 1.240716 -0.744062 0.89 -2.44 1.97
C -0.128087 1.444102 0.358019 -0.16 -2.83 -0.64
C -0.253232 -0.092887 0.784759 -3.10 0.49 0.43
C 0.371259 -0.612892 2.036228 0.58 2.06 0.69
C -0.346954 -0.920744 -2.360051 0.51 0.07 2.41
N 3.571030 0.224230 0.377124 -0.12 -1.01 -0.23
N 1.957320 -1.576396 -0.969475 -0.07 -0.24 0.34
F 3.416377 2.355290 -1.036753 0.71 0.33 -0.67
F 2.619440 2.484551 1.045014 -0.25 0.18 0.67
F -0.831557 -2.640099 0.153273 0.21 0.36 -0.13
F 4.457824 -1.942643 -0.628802 -1.63 0.84 0.52
F 3.180250 -2.164505 1.312343 -0.54 1.20 -1.22
P 2.634278 1.397681 -0.079072 -1.08 0.68 -0.26
P 0.622450 -0.680326 -0.815960 1.72 3.37 -0.52
P 3.142532 -1.237856 -0.000835 3.50 -2.65 0.26
H 0.915109 1.856990 -1.579224 -0.57 1.19 -1.84
H 0.145081 2.200163 1.113834 -0.65 -0.47 -0.42
H -1.095957 1.468576 -0.168244 0.12 1.49 0.35
H -1.307686 -0.438036 0.703872 0.36 0.52 0.34
H 1.387473 -0.177432 1.972606 0.17 -0.99 0.35
H 0.296230 -1.703898 2.045821 0.23 0.33 0.72
H -0.010705 0.003010 2.940512 0.03 -1.51 -1.30
H 0.459601 -0.774974 -3.125782 -1.18 -0.23 0.41
H -0.504009 -2.002150 -2.036481 -0.87 1.05 -1.73
H -1.203987 -0.142521 -2.314229 1.22 -1.79 -0.49

What did the fifth record say?
27
Properties=species:S:1:pos:R:3:forces:R:3 method="wB97M-V/def2-TZVPD" total_charge=-4 e_homo_ev=0.9932 de_lowest_kcal_mol=0.00 gap_ev=6.690
Hg -0.484064 0.276148 0.585538 0.69 1.00 0.34
I 0.085816 2.401528 2.550248 -0.28 -1.22 -0.91
Cl 2.062306 -2.340842 2.592158 3.85 -2.14 -0.84
O 1.697416 -2.363922 3.971688 -2.80 -0.54 1.01
O 1.357346 -1.363242 1.811338 -0.06 0.43 0.42
O 3.516406 -2.062582 2.781068 -0.94 0.23 -2.02
O 1.922276 -3.649412 1.873008 -0.04 1.86 1.71
Cl -3.730644 2.465948 0.353238 4.26 4.95 -4.57
O -3.073334 3.367028 1.242228 -0.91 1.81 1.40
O -5.052824 2.245158 0.753268 -2.32 -1.36 0.59
O -3.637564 3.022768 -1.051792 -1.87 -0.28 2.20
O -2.817704 1.415318 0.285978 0.49 -5.09 0.44
Cl -1.502774 -3.347182 0.060058 -2.24 -0.26 2.58
O -2.678684 -3.788482 -0.565632 -2.53 -1.28 -1.77
O -0.926294 -4.427512 0.744218 0.55 -1.66 1.92
O -0.599364 -2.852112 -0.813432 4.13 2.29 -4.62
O -1.914204 -2.257182 0.907318 0.08 1.33 1.78
Cl 3.589336 1.009448 -0.269292 -4.10 3.62 -1.38
O 4.498296 -0.023892 -0.224712 2.43 -3.28 0.74
O 3.714666 1.938708 0.804228 0.64 0.12 1.69
O 3.818386 1.770338 -1.465532 0.42 0.25 -1.28
O 2.201526 0.550688 -0.306492 0.61 -0.57 0.14
Cl -0.389624 1.638728 -3.362492 -1.79 -2.30 5.26
O -1.623384 2.082038 -3.818132 -2.69 2.29 -2.06
O 0.529046 2.611038 -3.026862 1.90 3.51 0.53
O -0.743324 0.892648 -2.137532 0.54 -0.44 0.43
O 0.180956 0.788838 -4.273672 1.97 -3.30 -3.74

Repeat the fifth record exactly.
27
Properties=species:S:1:pos:R:3:forces:R:3 method="wB97M-V/def2-TZVPD" total_charge=-4 e_homo_ev=0.9932 de_lowest_kcal_mol=0.00 gap_ev=6.690
Hg -0.484064 0.276148 0.585538 0.69 1.00 0.34
I 0.085816 2.401528 2.550248 -0.28 -1.22 -0.91
Cl 2.062306 -2.340842 2.592158 3.85 -2.14 -0.84
O 1.697416 -2.363922 3.971688 -2.80 -0.54 1.01
O 1.357346 -1.363242 1.811338 -0.06 0.43 0.42
O 3.516406 -2.062582 2.781068 -0.94 0.23 -2.02
O 1.922276 -3.649412 1.873008 -0.04 1.86 1.71
Cl -3.730644 2.465948 0.353238 4.26 4.95 -4.57
O -3.073334 3.367028 1.242228 -0.91 1.81 1.40
O -5.052824 2.245158 0.753268 -2.32 -1.36 0.59
O -3.637564 3.022768 -1.051792 -1.87 -0.28 2.20
O -2.817704 1.415318 0.285978 0.49 -5.09 0.44
Cl -1.502774 -3.347182 0.060058 -2.24 -0.26 2.58
O -2.678684 -3.788482 -0.565632 -2.53 -1.28 -1.77
O -0.926294 -4.427512 0.744218 0.55 -1.66 1.92
O -0.599364 -2.852112 -0.813432 4.13 2.29 -4.62
O -1.914204 -2.257182 0.907318 0.08 1.33 1.78
Cl 3.589336 1.009448 -0.269292 -4.10 3.62 -1.38
O 4.498296 -0.023892 -0.224712 2.43 -3.28 0.74
O 3.714666 1.938708 0.804228 0.64 0.12 1.69
O 3.818386 1.770338 -1.465532 0.42 0.25 -1.28
O 2.201526 0.550688 -0.306492 0.61 -0.57 0.14
Cl -0.389624 1.638728 -3.362492 -1.79 -2.30 5.26
O -1.623384 2.082038 -3.818132 -2.69 2.29 -2.06
O 0.529046 2.611038 -3.026862 1.90 3.51 0.53
O -0.743324 0.892648 -2.137532 0.54 -0.44 0.43
O 0.180956 0.788838 -4.273672 1.97 -3.30 -3.74